(1)
{"formula": "C21H19BrClN3O6S4SbTl", "method": "ωB97M-V with the def2-TZVPD basis set", "charge": -2, "multiplicity": 1, "e_above_lowest_kj_mol": 100.27, "homo_lumo_gap_ev": 5.956, "e_homo_ev": -2.24, "fmax_ev_per_a": 6.21, "symbols": ["Tl", "Sb", "Br", "Cl", "S", "S", "S", "S", "O", "O", "O", "O", "O", "O", "N", "N", "N", "C", "C", "C", "C", "C", "C", "C", "C", "C", "C", "C", "C", "C", "C", "C", "C", "C", "C", "C", "C", "C", "H", "H", "H", "H", "H", "H", "H", "H", "H", "H", "H", "H", "H", "H", "H", "H", "H", "H", "H"], "coordinates": [[0.901942, -1.659410, -1.920506], [2.588166, -4.025418, -4.869309], [-2.734715, 0.425375, -3.224576], [-1.240267, -1.832358, 1.110991], [1.008446, -5.940691, -4.469780], [1.485036, -5.503081, -2.687491], [0.901335, -2.367772, -4.753423], [3.188433, -4.249900, -2.312334], [-2.408851, -1.118613, 0.761647], [2.005851, 1.897621, -1.927968], [-0.850069, -2.678144, -0.083164], [3.417468, 3.858852, -1.804794], [-1.430121, -2.743359, 2.218321], [-0.120058, -0.957125, 1.427867], [3.276243, -2.671906, 1.584219], [0.592315, 1.372737, -0.255758], [-0.323455, 1.210419, -1.195065], [-2.734445, 1.158393, -1.507082], [1.991856, 3.429431, 1.468214], [2.556387, -2.170243, 2.603363], [3.758491, 5.144406, 0.139933], [-1.553918, 1.442675, -0.802427], [-3.973872, 1.499204, -0.938295], [2.333943, 3.066644, 0.150314], [4.823916, -3.661014, 3.092085], [3.313820, 5.427602, 1.385338], [-5.004691, -0.758964, -1.337695], [-7.351004, -1.096420, -1.579621], [3.039749, -2.284409, 3.860418], [2.455040, 4.565836, 2.099531], [-5.130778, 0.621764, -1.074321], [-6.033573, -1.567760, -1.654647], [4.164945, -3.094231, 4.173627], [-6.405245, 1.108619, -0.973164], [1.944573, 1.796456, -0.583401], [4.328196, -3.417930, 1.785861], [-7.507864, 0.266351, -1.293831], [3.195243, 4.031115, -0.555312], [-6.551492, 2.131115, -0.606255], [-1.636120, 1.957735, 0.201795], [3.637852, 6.374325, 1.823080], [4.428785, 5.775638, -0.449031], [-4.017412, -1.174351, -1.304858], [2.767486, 2.711290, -2.037241], [2.556750, -1.774298, 4.673063], [-8.504806, 0.739961, -1.208953], [-8.179082, -1.708135, -1.836728], [4.785030, -3.901172, 0.912742], [4.519729, -3.310624, 5.208559], [2.558066, 0.950778, -0.139716], [-4.050763, 2.503507, -0.490929], [2.056361, 4.775752, 3.122794], [1.659641, -1.603948, 2.311923], [-5.827999, -2.573963, -2.004152], [1.284807, 2.739892, 1.924914], [0.296643, 1.079496, 0.693980], [5.748057, -4.217753, 3.147248]], "forces_ev_per_angstrom": [[0.13, 0.22, 0.28], [-1.18, 1.53, 0.30], [0.63, -0.69, -0.41], [2.07, -3.15, -1.34], [0.10, -0.75, -4.53], [0.02, 0.40, 6.19], [1.22, -0.90, -0.53], [-0.22, -0.32, -1.70], [-0.85, 0.82, 0.28], [1.51, 0.53, -0.52], [-0.47, 1.28, 1.47], [0.75, -0.06, -0.75], [-0.39, 0.67, -0.17], [-0.62, 0.36, -0.18], [-1.20, -0.25, -1.20], [-1.50, -0.28, 1.17], [-1.11, 0.53, -0.37], [-2.35, 0.86, 1.30], [-0.22, -1.58, -1.62], [0.76, 0.51, -1.54], [-0.51, -0.85, -1.41], [2.17, 0.93, 1.06], [1.37, -0.74, -0.93], [1.22, 2.62, 0.58], [-0.11, 0.19, -0.70], [-0.19, 0.50, 1.78], [1.61, 0.87, 0.11], [0.90, 1.78, -0.36], [0.66, -0.76, 2.43], [-0.40, 0.65, 0.71], [0.39, 0.25, -0.40], [-1.41, -0.75, -0.14], [0.05, 0.05, -0.63], [-1.77, -0.38, -0.14], [0.06, -1.28, 1.00], [0.31, -0.21, 1.17], [-0.23, 0.61, 1.06], [-0.66, -1.20, 0.51], [-0.17, -0.28, -0.48], [-0.38, -0.82, -0.93], [-0.02, -0.26, 0.24], [-0.25, -0.04, 0.32], [0.36, -0.15, -0.08], [-0.92, -0.33, -0.33], [-0.38, 0.04, 0.24], [0.50, -0.56, -0.14], [-0.63, -0.42, -0.12], [0.00, 0.40, 0.27], [-0.44, 0.55, -0.90], [0.16, 0.52, -0.47], [0.09, -0.91, 0.61], [0.62, 0.10, -1.01], [0.47, -0.32, 0.39], [-0.05, -0.08, 0.34], [0.09, 0.24, 0.55], [0.47, 0.57, -0.78], [-0.04, -0.28, 0.43]]}

(2)
{"formula": "C4H10N2", "method": "ωB97M-V with the def2-TZVPD basis set", "charge": 1, "multiplicity": 2, "e_above_lowest_kj_mol": 291.58, "homo_lumo_gap_ev": [7.982, 5.263], "e_homo_ev": [-13.47, -13.36], "fmax_ev_per_a": 2.81, "symbols": ["N", "N", "C", "C", "C", "C", "H", "H", "H", "H", "H", "H", "H", "H", "H", "H"], "coordinates": [[-1.302143, 1.635812, -0.891522], [1.584867, -0.522125, -0.086119], [0.227834, -0.819266, -0.525996], [2.438723, -1.304693, 0.414033], [-0.884665, -0.396723, 0.436664], [-0.914356, 1.128307, 0.459043], [2.108775, -2.010834, 1.179941], [-0.933572, 2.576491, -0.913369], [-2.307483, 1.607138, -1.002423], [0.212180, -0.242540, -1.471965], [-0.754982, -0.888980, 1.399921], [0.141960, 1.418406, 0.415880], [3.487561, -1.108270, 0.179246], [0.085266, -1.839994, -0.866280], [-1.764626, -0.876306, 0.007798], [-1.425346, 1.643581, 1.265150]], "forces_ev_per_angstrom": [[0.16, -0.71, 1.07], [-0.53, -2.73, 0.36], [-0.03, 0.76, -0.73], [0.12, 1.88, -0.14], [0.24, 0.35, -0.15], [0.58, 0.17, -1.78], [0.10, -0.32, -0.19], [-0.55, 0.22, -0.51], [-0.01, 0.39, -0.17], [-0.76, 0.32, 0.23], [0.20, 0.25, 0.18], [0.03, 0.16, 1.05], [0.07, -0.26, 0.27], [0.75, -0.42, 0.27], [-0.30, 0.30, -0.09], [-0.08, -0.37, 0.33]]}